<A>
15
Properties=species:S:1:pos:R:3:mulliken_charge:R:1 method="wB97M-V/def2-TZVPD" homo_lumo_gap_ev=8.936 total_charge=0
H 1.2541 1.7917 0.6340 0.291
N 0.3564 2.0855 0.2368 -0.807
C -0.3869 1.0848 0.0213 0.426
N -1.7120 1.2621 -0.3688 -0.312
S -2.6313 -0.2067 -0.4218 -0.115
C -1.3458 -1.1409 0.4760 -0.710
C -0.0943 -0.3708 0.1421 0.155
C 1.1067 -0.9202 -0.1269 -0.235
N 2.2539 -0.2369 -0.4611 -0.537
H -2.1614 2.0157 0.0679 0.317
H -1.5712 -1.1316 1.5463 0.271
H -1.3517 -2.1446 0.0991 0.405
H 1.2342 -1.9975 0.0113 0.357
H 2.1018 0.6682 -0.8906 0.244
H 2.9475 -0.7587 -0.9655 0.249

---

<B>
15
Properties=species:S:1:pos:R:3:mulliken_charge:R:1 method="wB97M-V/def2-TZVPD" homo_lumo_gap_ev=9.576 total_charge=0
C -2.6427 0.3488 -0.7666 -0.282
C 0.5367 -0.8058 -2.1413 0.643
C 1.2556 0.9126 1.0750 -1.284
C 0.0256 -0.1407 1.3139 -0.510
N -1.7208 -0.0546 -0.1684 0.118
N 1.5563 -1.1807 -1.5434 -0.608
N -0.6268 -0.4193 0.1038 -0.267
S -0.6701 -0.5716 -3.1185 -0.331
H -3.5454 -0.0578 -0.8926 0.314
H 1.9163 0.4418 0.4201 0.586
H 0.9261 1.7799 0.6795 0.362
H 1.6120 1.1803 2.0780 0.323
H 0.3924 -1.1599 1.7199 0.267
H -0.6730 0.4341 1.9096 0.476
H 1.6577 -0.7070 -0.6690 0.193

---

Least stable = <B>

---

<A>
15
Properties=species:S:1:pos:R:3:mulliken_charge:R:1 method="wB97M-V/def2-TZVPD" homo_lumo_gap_ev=9.605 total_charge=0
C -2.3706 1.1924 0.1991 -0.091
N -1.2613 1.6575 -0.1408 -0.520
C -0.2529 0.7244 -0.4358 0.030
C 0.8450 0.5487 0.6644 -0.618
N 1.1895 -0.8839 0.6114 -0.384
N 0.1217 -1.6200 -0.0267 -0.363
C -0.8909 -0.7991 -0.6219 -0.224
S -2.5638 -0.6225 0.2526 -0.187
H -3.1744 1.8434 0.4761 0.406
H 0.2456 1.0026 -1.3112 0.376
H 1.6564 1.2709 0.5072 0.311
H 0.4406 0.7041 1.6279 0.305
H 1.9398 -1.1423 0.0134 0.290
H -0.2207 -2.2243 0.7077 0.281
H -1.0171 -1.2648 -1.6650 0.386

---

<B>
15
Properties=species:S:1:pos:R:3:mulliken_charge:R:1 method="wB97M-V/def2-TZVPD" homo_lumo_gap_ev=8.167 total_charge=0
H 0.7021 -1.7511 1.7276 0.263
N 1.0003 -0.8369 2.0869 -0.779
C 0.6407 -0.0467 1.1372 0.250
N 0.8575 1.3209 1.0355 -0.135
C 0.2481 1.8647 -0.0782 -0.339
C -0.3952 0.8697 -0.7437 0.140
S -1.0512 1.0105 -2.3912 -0.259
N -0.1441 -0.2869 0.0117 0.132
C -0.2778 -1.6184 -0.4284 -1.110
H 1.5703 1.7382 1.7023 0.295
H 0.2251 2.9516 -0.3021 0.378
H -2.3845 0.7843 -2.0846 0.155
H 0.6964 -2.1539 -0.5879 0.361
H -0.9454 -2.2059 0.3136 0.323
H -0.7421 -1.6401 -1.3987 0.326

---

<C>
15
Properties=species:S:1:pos:R:3:mulliken_charge:R:1 method="wB97M-V/def2-TZVPD" homo_lumo_gap_ev=7.416 total_charge=0
C -2.6972 0.8178 2.7670 -0.323
N -1.8078 0.0767 2.2377 -0.685
N -1.1734 0.5007 1.1077 0.224
C -0.1920 -0.2256 0.4658 0.771
N 0.2232 -1.2712 1.1530 -0.382
C 0.3053 0.2515 -0.7210 -0.364
C 1.4017 -0.3421 -1.3302 -0.537
S 1.9954 0.1112 -2.8837 -0.312
H -2.9151 1.7972 2.3688 0.206
H -3.1793 0.6021 3.6937 0.253
H -1.5347 1.3408 0.6651 0.256
H 0.7386 -2.0633 0.7900 0.228
H -0.3150 -1.4693 2.0134 0.277
H -0.1236 1.1234 -1.1821 0.255
H 1.8017 -1.2638 -0.7882 0.132

---

<D>
15
Properties=species:S:1:pos:R:3:mulliken_charge:R:1 method="wB97M-V/def2-TZVPD" homo_lumo_gap_ev="7.434 / 7.431" total_charge=0
C -1.9981 -1.9871 -0.5255 -0.121
C 0.0579 -1.1116 0.1795 -0.351
C 1.6110 1.4055 1.4964 -0.385
C 0.0166 0.5230 -1.5878 -0.487
N -1.8029 -0.8199 -1.0434 -0.779
N 0.7526 2.2153 1.0416 -0.477
N -0.4831 -0.4441 -0.8143 0.569
S -0.7891 -2.6327 0.5080 -0.123
H -2.9481 -2.5000 -0.5321 0.385
H 1.2032 -0.9610 0.3626 0.376
H 2.6693 1.7710 1.2474 0.242
H 1.4966 0.5041 2.0185 0.404
H -0.2136 1.8501 1.3102 0.235
H 1.0563 0.9311 -1.5725 0.267
H -0.6288 1.2565 -2.0886 0.246

---

Least stable = <D>

---

<A>
8
Properties=species:S:1:pos:R:3:mulliken_charge:R:1 method="wB97M-V/def2-TZVPD" homo_lumo_gap_ev=8.951 total_charge=0
F 1.5944 -1.0064 -1.2440 -0.213
C 1.3382 0.0537 -0.5548 0.586
C 0.3579 0.8586 -0.1862 -0.294
O 2.1129 1.0119 -0.1082 -0.440
H -0.3753 1.2856 0.5396 0.360
O -1.4854 -0.6003 0.8446 -0.673
H -1.4403 -1.5020 0.5332 0.312
H -2.1024 -0.1010 0.1758 0.362

---

<B>
8
Properties=species:S:1:pos:R:3:mulliken_charge:R:1 method="wB97M-V/def2-TZVPD" homo_lumo_gap_ev=10.951 total_charge=0
F -0.7557 -1.3446 1.4684 -0.291
C -0.9179 -0.2077 0.6658 0.261
C 0.4238 0.3452 0.1894 -0.260
O 0.1665 1.5183 1.0427 -0.201
O -1.2165 0.9208 1.4353 -0.191
H -1.6660 -0.5640 -0.0886 0.205
H 1.1148 -0.2959 0.7621 0.223
H 0.5352 0.7264 -0.9519 0.255

---

Least stable = <A>

---

<A>
18
Properties=species:S:1:pos:R:3:mulliken_charge:R:1 method="wB97M-V/def2-TZVPD" homo_lumo_gap_ev=8.350 total_charge=0
N 0.6580 1.6222 -0.9525 -0.605
N 1.0147 0.3514 -1.4262 -0.330
C 0.1354 -0.5551 -1.5635 0.480
N 0.5556 -1.8161 -1.9871 -0.534
N -1.2306 -0.4609 -1.3185 -0.552
H 0.0739 1.5872 -0.1147 0.274
H 1.5293 2.0912 -0.7256 0.278
H -0.0953 -2.2603 -2.6208 0.234
H 1.4893 -1.7751 -2.3697 0.256
H -1.6661 -1.3074 -0.9875 0.239
H -1.5030 0.3611 -0.8052 0.283
C -0.1768 -0.2537 2.0096 -0.778
N -0.1573 1.2051 1.9750 -0.546
H -1.1806 -0.5943 1.7580 0.261
H 0.0983 -0.6834 2.9808 0.334
H 0.5142 -0.6257 1.2581 0.292
H 0.7658 1.5351 2.2461 0.205
H -0.8250 1.5786 2.6436 0.210

---

<B>
18
Properties=species:S:1:pos:R:3:mulliken_charge:R:1 method="wB97M-V/def2-TZVPD" homo_lumo_gap_ev=8.885 total_charge=0
C 0.7429 0.6125 0.1641 0.312
C 2.0384 0.4169 0.9276 -1.406
N -1.1347 -0.4923 -0.7539 0.052
N -0.1020 -0.5422 0.2915 -0.600
N -2.0709 -1.5330 -0.4788 -0.652
N -0.4898 -0.7461 -1.9982 -0.573
N -0.1604 1.5853 0.9649 -0.632
H -0.6649 0.2657 1.1720 0.479
H 0.8950 0.9454 -0.8658 0.416
H -1.2118 -0.6904 -2.7095 0.274
H -2.6965 -1.1980 0.2473 0.265
H -1.5620 -2.3368 -0.0947 0.279
H -0.1051 -1.6959 -1.9967 0.234
H -0.8678 1.9771 0.3499 0.255
H 0.3186 2.3643 1.4126 0.233
H 2.5946 -0.4066 0.4815 0.337
H 2.6418 1.3258 0.9202 0.373
H 1.8345 0.1483 1.9659 0.353

---

Least stable = <B>

---

<A>
21
Properties=species:S:1:pos:R:3:mulliken_charge:R:1 method="wB97M-V/def2-TZVPD" homo_lumo_gap_ev=8.206 total_charge=0
H -0.4569 -2.4246 0.2168 0.170
N 0.3646 -1.9339 -0.1334 -0.633
C 1.0179 -1.2927 0.7797 0.380
C 0.6917 -1.2719 2.2448 -1.297
H 2.0550 -1.0723 0.5395 0.270
H 1.0717 -0.3607 2.7018 0.303
H 1.1831 -2.1179 2.7272 0.375
H -0.3827 -1.3496 2.4102 0.365
C -2.2139 1.6944 -0.4050 -0.916
C -1.3121 1.2044 -1.2646 0.162
N -0.0045 0.9048 -1.0140 0.067
C 0.8031 0.1632 -1.9760 -0.993
N 0.4134 0.8051 0.3320 -0.507
H -1.9948 1.9389 0.6230 0.285
H -3.2329 1.8325 -0.7172 0.244
H -1.6089 0.9721 -2.2785 0.252
H 0.6842 -1.0104 -1.5903 0.408
H 0.5936 0.5661 -2.9676 0.411
H 1.8440 0.4083 -1.7619 0.232
H 0.8984 1.6592 0.6136 0.196
H -0.4140 0.6852 0.9199 0.227

---

<B>
21
Properties=species:S:1:pos:R:3:mulliken_charge:R:1 method="wB97M-V/def2-TZVPD" homo_lumo_gap_ev=9.598 total_charge=0
C -1.3267 -1.4784 1.2724 -1.728
C -0.6469 -0.1403 1.0936 0.631
C 0.8800 -0.3962 0.5842 -1.026
N 0.9796 0.3273 -0.6575 0.189
C 1.1111 -0.6374 -1.8459 -0.743
N 0.0257 1.2390 -0.8477 -0.312
C 0.3399 2.5861 -0.4149 -0.718
N -1.2961 0.6962 0.1068 -0.566
H -0.8041 -2.0164 2.0109 0.428
H -1.1910 -2.0344 0.4046 0.472
H -2.3971 -1.3268 1.4915 0.353
H -0.5866 0.4412 2.1080 0.274
H 1.5778 0.0405 1.2754 0.265
H 1.0140 -1.4378 0.2962 0.455
H 2.1325 -0.9525 -1.9513 0.317
H 0.5564 -1.6226 -1.6825 0.230
H 1.0021 0.0196 -2.7242 0.319
H 0.8202 2.8088 0.5660 0.279
H 1.0199 3.1512 -1.2117 0.257
H -0.5920 3.1355 -0.5638 0.303
H -1.7459 0.0722 -0.6147 0.320

---

Least stable = <B>

---

<A>
21
Properties=species:S:1:pos:R:3:mulliken_charge:R:1 method="wB97M-V/def2-TZVPD" homo_lumo_gap_ev=9.366 total_charge=0
C 1.9874 -0.4271 -0.3454 -1.364
C 0.9714 0.3366 -1.2493 0.555
C 0.8504 -0.3887 -2.5426 -1.459
N -0.3593 0.5113 -0.6191 -0.077
N -0.1913 1.3517 0.5035 -0.775
C -0.5213 0.8491 1.6267 0.023
C -1.0792 -0.4874 1.9708 -0.540
N -1.8418 -1.3072 1.0073 -0.723
H 3.0699 -0.2650 -0.6175 0.360
H 1.7490 -0.1729 0.6877 0.349
H 1.8318 -1.5243 -0.3362 0.301
H 1.4223 1.3399 -1.2931 0.379
H 1.7941 -0.7605 -2.9072 0.395
H 0.1732 -1.2247 -2.3860 0.354
H 0.4964 0.2682 -3.3343 0.351
H -0.9150 1.0207 -1.2848 0.220
H -0.2986 1.5484 2.4549 0.338
H -0.1673 -1.0516 2.3218 0.259
H -1.7103 -0.4014 2.8320 0.417
H -2.6747 -0.7591 0.6962 0.276
H -1.2760 -1.2030 0.1639 0.361

---

<B>
21
Properties=species:S:1:pos:R:3:mulliken_charge:R:1 method="wB97M-V/def2-TZVPD" homo_lumo_gap_ev=9.935 total_charge=0
H -3.2664 -2.9031 -0.6987 0.241
N -2.2858 -2.6832 -0.8705 -0.688
C -2.1120 -1.4295 -0.9654 0.050
N -0.8917 -0.9004 -1.2700 -0.293
C -0.5346 0.4553 -0.8558 -0.484
C 0.9720 0.5707 -0.6769 -0.834
C 1.4821 0.1097 0.6769 -0.430
C 1.1167 1.0201 1.8345 -0.588
N 1.8326 2.3100 1.8730 -0.610
H -2.9088 -0.6916 -0.8455 0.368
H -0.1570 -1.5923 -1.2778 0.265
H -1.0645 0.7060 0.0586 0.319
H -0.8720 1.1602 -1.6243 0.276
H 1.2577 1.6028 -0.8796 0.367
H 1.4430 -0.0104 -1.4765 0.335
H 2.5636 -0.0248 0.6208 0.327
H 1.1558 -0.9117 0.8869 0.304
H 1.2030 0.5571 2.8140 0.350
H 0.0523 1.2690 1.7612 0.234
H 1.9991 2.6234 0.9208 0.236
H 2.7437 2.1809 2.2966 0.255

---

Least stable = <A>